{"formula": "C4H12O3", "method": "the ωB97M-V functional and the def2-TZVPD basis", "symbols": ["O", "C", "C", "C", "C", "O", "H", "H", "H", "H", "H", "H", "H", "H", "H", "H", "O", "H", "H"], "coordinates": [[0.1569, -2.2426, 1.3103], [0.0296, -0.8624, 1.5886], [0.9761, -0.0534, 0.5985], [0.6655, 1.4579, 0.6965], [0.1909, 2.0758, -0.6354], [-1.1944, 1.8753, -0.8506], [-0.7408, -2.5259, 1.1146], [0.3765, -0.5254, 2.5607], [-0.9989, -0.4083, 1.3759], [0.8010, -0.3455, -0.4382], [2.0007, -0.2489, 0.9033], [-0.0403, 1.5690, 1.5689], [1.4650, 2.1443, 1.0092], [0.3455, 3.1557, -0.6881], [0.7757, 1.6470, -1.4707], [-1.2942, 0.9200, -0.9831], [-0.6704, -1.7523, -2.1471], [0.2242, -2.0351, -1.9294], [-0.6619, -1.6487, -3.1042]], "mulliken_charge": [-0.493, -0.525, -0.117, -0.603, -0.562, -0.553, 0.331, 0.304, 0.286, -0.022, 0.284, 0.308, 0.371, 0.389, 0.273, 0.329, -0.623, 0.320, 0.302], "e_above_lowest_kcal_mol": 24.2, "spin_multiplicity": 1, "e_lumo_ev": 0.60, "smiles": "OCCCCO.O", "orbital_gap_ev": 10.7, "fmax_ha_per_bohr": 0.0666}